Record 1
ORCA calculation (wB97M-V/def2-TZVPD) on C28H72BeO30S9 as an isolated structure in a non-equilibrium geometry.

Computed properties:
Electronic energy: -189535.079 eV
Energy above the lowest of the compared OMol25 structures with the same formula, charge and spin: 5.0 kcal/mol
Gap between HOMO and LUMO: 0.157 Eh
Highest occupied orbital energy: -7.98 eV

Structure (ORCA input):
```
! wB97M-V def2-TZVPD RIJCOSX def2/J DEFGRID3
* xyz 0 1
Be 0.6550 -3.7484 -0.8505
C -0.1975 -0.8810 -0.2620
O -0.8065 0.1816 -0.0250
O -0.3151 -1.4546 -1.3625
O 0.2452 -1.6971 0.5878
O -5.6638 -3.9052 -1.5996
S -5.1830 -2.4750 -1.4634
O -5.7990 -1.4337 -2.3039
O -5.3052 -2.0432 0.1631
C -5.3210 -0.6197 0.4795
C -5.1327 -0.5415 2.0166
C -3.3593 -2.3490 -1.6526
H -6.3147 -0.2426 0.2377
H -4.5336 -0.1335 -0.0964
H -4.2425 -1.0638 2.3671
H -6.0921 -0.8633 2.4217
H -4.9706 0.5152 2.2294
H -2.9959 -2.6683 -0.6758
H -3.0530 -1.3130 -1.7974
H -3.1374 -2.9884 -2.5070
O -2.0553 -3.5239 -4.5742
S -0.6447 -3.1298 -4.5015
O 0.2371 -3.5259 -3.3517
O 0.1902 -3.6986 -5.8738
C -0.3579 -3.3795 -7.0880
C 0.5890 -2.7843 -8.1330
C -0.5381 -1.2969 -4.8059
H -1.2099 -2.7097 -6.9720
H -0.7497 -4.3150 -7.4875
H 0.2703 -2.9621 -9.1601
H 1.5022 -3.3584 -8.2893
H 0.8480 -1.7339 -7.9998
H 0.3319 -1.0526 -5.4154
H -0.5161 -0.8705 -3.8030
H -1.4419 -1.1171 -5.3879
O 4.5526 -1.6664 -3.4204
S 3.4707 -1.4981 -2.4935
O 2.6437 -2.6804 -2.0249
O 4.1274 -0.7870 -1.1216
C 5.1372 0.2405 -1.3090
C 6.5195 -0.3559 -1.0825
C 2.4324 -0.1528 -3.2433
H 5.0166 0.9653 -0.5039
H 5.0626 0.8056 -2.2381
H 6.9095 -0.9752 -1.8903
H 6.4037 -1.0594 -0.2580
H 7.2586 0.4093 -0.8454
H 1.4855 -0.2078 -2.7062
H 2.1666 -0.4286 -4.2638
H 2.8798 0.8381 -3.3207
O 2.0422 3.6339 1.7533
S 2.3570 3.8787 0.3764
O 1.9852 5.1285 -0.3395
O 3.9952 3.6137 0.2010
C 4.6985 4.4187 -0.8013
C 6.2032 4.0455 -0.7089
C 1.7769 2.3841 -0.5693
H 4.5211 5.4516 -0.5018
H 4.3143 4.3065 -1.8151
H 6.8628 4.5601 -1.4075
H 6.2889 2.9825 -0.9344
H 6.5347 4.2733 0.3042
H 0.7002 2.4346 -0.4070
H 2.0983 1.4919 -0.0321
H 2.1485 2.5843 -1.5743
O -1.2063 3.7985 3.6565
S -2.3011 4.1252 2.7771
O -3.6907 4.1802 3.2477
O -1.8619 5.4776 1.9311
C -0.6001 5.9561 1.9892
C -0.5520 7.4448 1.5844
C -2.1881 2.9048 1.3822
H 0.1137 5.4544 1.3358
H -0.2448 5.6953 2.9861
H -1.1071 7.5768 0.6557
H 0.4659 7.8203 1.4801
H -0.9747 8.0817 2.3615
H -2.3463 1.8654 1.6699
H -1.2842 3.0666 0.7950
H -3.0598 3.0861 0.7534
O -3.8092 3.2743 -2.1107
S -3.4343 2.5968 -3.3469
O -4.1449 2.7728 -4.5812
O -1.7988 2.9391 -3.6370
C -0.9691 3.0078 -2.4650
C -0.9482 4.4768 -2.0112
C -3.2202 0.8285 -3.0119
H -0.0178 2.4848 -2.5631
H -1.3116 2.4477 -1.5949
H -0.1980 5.0354 -2.5709
H -0.8117 4.5347 -0.9313
H -1.8699 5.0215 -2.2162
H -2.8890 0.4249 -3.9687
H -4.2461 0.5060 -2.8339
H -2.5232 0.6682 -2.1893
O -2.0372 -5.3626 3.2240
S -2.0852 -4.3139 2.2028
O -1.0496 -4.2647 1.1520
O -3.5899 -4.2745 1.5038
C -4.7639 -4.2955 2.3659
C -5.8349 -5.2557 1.8022
C -2.1639 -2.7251 3.0444
H -5.1382 -3.2753 2.4511
H -4.4879 -4.6572 3.3563
H -6.3328 -4.7750 0.9601
H -6.6109 -5.4986 2.5282
H -5.2315 -6.1070 1.4871
H -2.3973 -1.9680 2.2958
H -1.1587 -2.6249 3.4538
H -2.8308 -2.7649 3.9057
O 2.7330 -3.7381 0.6555
S 3.4140 -3.5269 1.9272
O 2.9677 -4.2186 3.1322
O 5.0556 -3.6526 1.7192
C 5.8624 -3.6799 2.8730
C 7.2166 -4.1307 2.5447
C 3.3183 -1.7501 2.2766
H 5.4734 -4.3808 3.6116
H 5.8811 -2.6842 3.3161
H 7.3048 -5.1832 2.2755
H 7.9328 -3.8436 3.3146
H 7.6337 -3.5963 1.6911
H 3.9260 -1.4979 3.1456
H 2.2324 -1.6608 2.2445
H 3.6169 -1.2810 1.3391
O 1.9618 0.9622 5.5264
S 0.7424 0.4182 4.9021
O 0.5009 -1.0070 4.9378
O -0.5288 1.1319 5.7213
C -1.8033 0.6369 5.4866
C -2.8137 1.5632 6.1663
C 0.4670 1.1328 3.1774
H -1.9388 -0.3425 5.9455
H -2.0374 0.5524 4.4254
H -3.7454 1.0425 5.9451
H -2.8118 2.5466 5.6961
H -2.5586 1.5391 7.2257
H 1.1739 0.7031 2.4676
H 0.5830 2.2128 3.2678
H -0.5432 0.8892 2.8485
*
```

Record 2
ORCA calculation (wB97M-V/def2-TZVPD) on C28H72BrI2NO10P as an isolated structure.

Computed properties:
Electronic energy: -147693.636 eV
Gap between HOMO and LUMO: 0.316 Eh
Highest occupied orbital energy: -11.43 eV

Structure (ORCA input):
```
! wB97M-V def2-TZVPD RIJCOSX def2/J DEFGRID3
* xyz 1 1
C 1.5801 1.9955 0.2795
C 1.2194 0.5663 0.0289
I 2.8282 -0.5954 -0.6077
C 0.0179 0.0154 0.2611
I -1.4445 1.1911 1.1916
P -0.4901 -1.6709 -0.0372
C -2.2833 -1.7274 0.0174
C -0.0708 -2.3492 -1.6708
C 0.8914 -3.5463 -1.6957
C 1.5076 -3.7475 -3.0739
C 2.4967 -4.9088 -3.1345
N 3.6467 -4.8627 -2.2087
C 0.0747 -2.8063 1.2794
C 0.5742 -2.1105 2.5166
O 1.4159 -1.2777 2.5413
Br -0.1816 -2.7669 4.1698
H 0.8068 2.6490 -0.1287
H 2.5223 2.2565 -0.1938
H 1.6617 2.1823 1.3529
H -2.6628 -0.9135 -0.6071
H -2.6467 -1.5988 1.0334
H -2.5961 -2.6879 -0.3922
H 0.3193 -1.5165 -2.2583
H -1.0243 -2.6597 -2.0992
H 0.3360 -4.4528 -1.4364
H 1.6847 -3.4329 -0.9564
H 0.7045 -3.9800 -3.7805
H 1.9742 -2.8251 -3.4331
H 1.9540 -5.8350 -2.9353
H 2.8955 -4.9855 -4.1450
H 3.3607 -5.2192 -1.3015
H 3.8953 -3.8934 -2.0267
H 0.8949 -3.4357 0.9299
H -0.7639 -3.4570 1.5248
C 0.2945 1.5235 4.8293
C -0.8313 1.2499 5.8072
O -1.8956 0.5336 5.1760
H -0.0784 2.0724 3.9655
H 1.1017 2.0983 5.2838
H 0.7149 0.5798 4.4678
H -1.2763 2.1749 6.1699
H -0.4573 0.6960 6.6740
H -1.5159 -0.2708 4.8094
C 7.2339 -3.8142 0.6336
C 7.6704 -2.9704 -0.5514
O 7.5345 -3.6573 -1.7869
H 7.8070 -4.7411 0.6635
H 7.3774 -3.2814 1.5746
H 6.1750 -4.0770 0.5497
H 8.7263 -2.7176 -0.4724
H 7.1056 -2.0294 -0.5768
H 6.6151 -3.9173 -1.9033
C 3.1196 -4.9804 3.9605
C 4.2220 -4.1625 3.3144
O 3.7111 -3.1822 2.4047
H 2.5295 -5.4754 3.1862
H 3.5292 -5.7444 4.6211
H 2.4402 -4.3549 4.5458
H 4.8673 -4.8067 2.7194
H 4.8435 -3.6737 4.0698
H 3.2002 -2.5463 2.9154
C 1.4615 4.9557 4.2435
C 1.4453 5.4775 2.8206
O 1.0386 4.4636 1.8943
H 2.1346 4.1012 4.3179
H 1.7806 5.7186 4.9535
H 0.4602 4.6203 4.5257
H 2.4399 5.7878 2.5064
H 0.7810 6.3425 2.7335
H 0.1479 4.1928 2.1408
C -5.1172 5.0095 2.2155
C -4.5132 4.0706 1.1944
O -3.7864 2.9978 1.8329
H -4.3374 5.4357 2.8468
H -5.6492 5.8205 1.7187
H -5.8223 4.4842 2.8640
H -3.8027 4.5897 0.5607
H -5.2919 3.6560 0.5493
H -4.4053 2.5220 2.3978
C -5.4933 2.2344 -2.5242
C -4.9279 0.9521 -1.9505
O -3.7824 1.2252 -1.1382
H -4.7329 2.7591 -3.1031
H -6.3512 2.0330 -3.1683
H -5.8137 2.9017 -1.7231
H -4.5845 0.2870 -2.7420
H -5.6905 0.4224 -1.3691
H -4.0449 1.8193 -0.4239
C -3.8053 8.1584 -1.7469
C -3.4086 6.6978 -1.8261
O -4.5015 5.8219 -1.5429
H -4.2035 8.3916 -0.7590
H -2.9493 8.8057 -1.9399
H -4.5783 8.3875 -2.4832
H -2.6461 6.4652 -1.0819
H -2.9932 6.4667 -2.8122
H -5.1871 6.0002 -2.1970
C 4.9203 -9.3127 -1.6761
C 5.9996 -8.6022 -2.4733
O 5.4943 -7.4955 -3.2077
H 4.1243 -9.6550 -2.3380
H 5.3255 -10.1738 -1.1432
H 4.4786 -8.6357 -0.9391
H 6.4319 -9.2748 -3.2123
H 6.8069 -8.2755 -1.8080
H 5.1099 -6.8689 -2.5844
C -6.7594 4.5078 -5.9730
C -5.9167 5.5680 -5.2924
O -6.6442 6.2567 -4.2730
H -7.6515 4.9533 -6.4119
H -6.1989 4.0017 -6.7597
H -7.0856 3.7591 -5.2464
H -5.6058 6.3253 -6.0093
H -5.0128 5.1229 -4.8584
H -6.9484 5.6048 -3.6330
*
```